# 1
Computed, not measured: a 13-piece molecular cluster, C37H108N18O13 overall in a non-equilibrium geometry, with wB97M-V/def2-TZVPD.

The spin multiplicity is 1. As for the HOMO energy: -8.64 eV. Its relative energy (zero: lowest compared OMol25 entry of this formula, charge and spin) is 5.037 eV. The gap between HOMO and LUMO comes out at 0.32564 Ha. For the total energy, the calculation gives -3438.181621 hartree.

Each line ends with the Löwdin charge.
Geometry (Å):
C -1.20 -0.16 4.32  -0.0668
C -1.82 -1.33 5.11  -0.3940
C -2.98 -1.96 4.27  -0.1586
O -4.11 -1.04 4.23  -0.1886
C -5.03 -1.33 3.25  -0.1400
N -0.71 -2.28 5.35  0.0314
H -0.76 -0.50 3.38  0.0559
H -0.55 0.38 5.01  0.0721
H -1.98 0.55 4.05  0.0718
H -2.23 -1.09 6.09  0.1340
H -3.35 -2.87 4.74  0.1211
H -2.64 -2.30 3.29  0.1101
H -4.64 -1.73 2.31  0.0762
H -5.52 -0.40 2.96  0.0861
H -5.77 -2.03 3.64  0.0909
H 0.04 -1.68 5.66  0.0405
H -0.91 -2.70 6.25  0.0633
C -2.86 1.67 0.08  -0.0626
C -2.22 0.53 -0.67  -0.4004
C -1.07 -0.11 0.20  -0.1377
O 0.09 0.76 0.26  -0.2302
C 1.16 0.20 1.01  -0.0696
N -3.30 -0.39 -0.98  0.0448
H -2.33 2.62 -0.06  0.0672
H -2.93 1.46 1.14  0.0830
H -3.84 1.91 -0.32  0.0627
H -1.81 0.84 -1.63  0.0988
H -0.70 -0.99 -0.33  0.1032
H -1.45 -0.43 1.17  0.1114
H 0.74 0.12 2.02  0.0705
H 2.09 0.75 1.05  0.0671
H 1.36 -0.79 0.61  0.0806
H -3.63 -0.80 -0.12  0.0626
H -4.05 0.12 -1.41  0.0618
C 4.62 -0.37 -5.31  -0.0681
C 4.47 -1.78 -4.74  -0.3916
C 3.13 -2.01 -3.94  -0.1901
O 3.18 -1.26 -2.78  -0.1996
C 2.24 -0.27 -2.70  -0.1302
N 4.61 -2.71 -5.88  0.0358
H 4.48 0.40 -4.55  0.0526
H 3.94 -0.11 -6.12  0.0829
H 5.66 -0.28 -5.63  0.0803
H 5.30 -1.86 -4.04  0.1182
H 3.01 -3.04 -3.61  0.1129
H 2.26 -1.78 -4.55  0.1093
H 1.79 0.15 -3.60  0.0832
H 2.63 0.56 -2.10  0.0761
H 1.40 -0.59 -2.08  0.0763
H 4.63 -3.69 -5.62  0.0632
H 3.75 -2.62 -6.40  0.0665
C -5.06 4.86 0.38  -0.0309
C -5.36 4.54 -1.15  -0.4371
C -6.34 5.59 -1.74  -0.2133
O -6.56 5.32 -3.09  -0.2599
C -7.40 6.32 -3.70  -0.0588
N -4.19 4.45 -1.94  0.0489
H -5.91 4.62 1.02  0.0792
H -4.73 5.89 0.53  0.0729
H -4.20 4.31 0.74  0.0534
H -5.81 3.55 -1.12  0.1113
H -5.94 6.60 -1.71  0.1266
H -7.34 5.50 -1.32  0.1308
H -6.85 7.24 -3.51  0.0898
H -8.40 6.34 -3.27  0.0899
H -7.50 6.06 -4.75  0.0964
H -3.53 5.15 -1.64  0.0873
H -4.48 4.67 -2.88  0.0671
C 2.95 3.22 0.61  -0.0621
C 1.63 3.78 0.94  -0.4318
C 1.47 4.41 2.39  -0.1327
O 0.07 4.54 2.70  -0.1802
C -0.70 3.35 2.81  -0.0932
N 1.27 4.80 -0.09  0.0367
H 2.85 2.65 -0.31  0.0762
H 3.41 2.58 1.37  0.0779
H 3.70 4.00 0.48  0.0890
H 0.85 3.03 0.81  0.0906
H 2.11 5.29 2.32  0.1235
H 1.92 3.81 3.18  0.1085
H -1.76 3.57 2.87  0.0901
H -0.45 2.72 3.67  0.0777
H -0.68 2.71 1.92  0.0540
H 2.06 5.42 -0.05  0.0836
H 0.44 5.24 0.28  0.0916
C 1.17 -3.63 -1.38  -0.0493
C 1.81 -5.02 -1.39  -0.4182
C 2.99 -5.21 -0.41  -0.1577
O 3.59 -6.53 -0.45  -0.2130
C 4.53 -6.97 0.52  -0.1050
N 0.81 -6.06 -1.16  0.0436
H 1.94 -2.90 -1.60  0.0520
H 0.89 -3.34 -0.36  0.0600
H 0.38 -3.56 -2.13  0.0838
H 2.08 -5.18 -2.43  0.1280
H 2.57 -5.12 0.59  0.1218
H 3.74 -4.44 -0.60  0.1067
H 5.19 -6.20 0.91  0.0776
H 5.01 -7.84 0.08  0.0897
H 3.97 -7.25 1.42  0.0777
H 0.11 -5.78 -0.49  0.0352
H 1.14 -6.96 -0.86  0.0672
C 5.83 -0.62 7.39  -0.0609
C 4.77 0.38 7.95  -0.4108
C 3.61 0.49 6.98  -0.2308
O 4.09 0.55 5.65  -0.1785
C 3.03 0.68 4.70  -0.0924
N 4.38 -0.11 9.32  0.0341
H 6.46 -0.91 8.23  0.0722
H 6.44 -0.29 6.55  0.0737
H 5.31 -1.51 7.02  0.0754
H 5.25 1.35 8.09  0.1331
H 3.13 1.42 7.30  0.1214
H 2.90 -0.32 7.14  0.1194
H 2.54 1.66 4.70  0.0758
H 2.35 -0.16 4.82  0.0792
H 3.41 0.64 3.68  0.0743
H 3.56 0.43 9.54  0.0551
H 3.97 -1.02 9.20  0.0603
C 4.71 -0.72 -0.01  -0.0915
C 5.91 -1.34 -0.59  -0.4031
C 7.09 -0.28 -0.64  -0.1728
O 6.83 0.98 -1.30  -0.1730
C 6.32 0.80 -2.61  -0.1210
N 6.28 -2.59 0.17  0.0624
H 3.90 -1.45 0.08  0.0715
H 4.32 0.13 -0.58  0.0608
H 4.81 -0.34 1.01  0.0811
H 5.69 -1.48 -1.65  0.1035
H 7.98 -0.70 -1.12  0.1133
H 7.46 -0.06 0.35  0.1214
H 5.27 0.51 -2.71  0.0519
H 6.88 -0.02 -3.05  0.0852
H 6.48 1.57 -3.37  0.0925
H 6.02 -3.43 -0.32  0.0525
H 7.28 -2.55 0.32  0.0558
C -6.73 1.39 -3.45  -0.7450
O -7.01 0.22 -3.69  0.0159
N -5.50 1.75 -3.21  0.1760
N -7.56 2.40 -3.30  0.1852
H -4.79 1.12 -3.56  0.1161
H -5.27 2.73 -3.19  0.0712
H -8.54 2.16 -3.22  0.1225
H -7.16 3.29 -3.04  0.0693
C -2.86 -4.56 0.74  -0.8635
O -3.83 -5.22 1.00  0.0552
N -2.90 -3.54 -0.03  0.1938
N -1.70 -4.84 1.17  0.1740
H -2.13 -2.93 -0.28  0.0837
H -3.83 -3.29 -0.34  0.0700
H -1.56 -5.74 1.62  0.1280
H -0.90 -4.24 1.05  0.0963
C 0.64 3.10 -3.17  -0.7706
O 0.24 2.43 -4.10  0.0099
N 0.43 2.77 -1.92  0.1985
N 1.41 4.14 -3.33  0.1776
H -0.01 1.88 -1.74  0.0818
H 0.87 3.40 -1.27  0.0328
H 1.48 4.54 -4.26  0.1198
H 1.57 4.72 -2.52  0.0834
C -6.32 -2.37 -1.83  -0.7937
O -5.56 -2.24 -0.89  0.0033
N -7.58 -2.10 -1.72  0.1743
N -5.94 -2.59 -3.04  0.1907
H -8.28 -2.19 -2.43  0.1170
H -7.89 -1.86 -0.79  0.1226
H -6.60 -2.60 -3.80  0.1159
H -4.95 -2.61 -3.26  0.1071
C -1.02 -1.37 -3.97  -0.7403
O -0.16 -2.12 -4.43  0.0170
N -2.11 -1.88 -3.41  0.1608
N -0.97 -0.06 -3.87  0.1784
H -2.28 -2.88 -3.45  0.1095
H -2.67 -1.31 -2.79  0.0427
H -0.10 0.36 -4.16  0.0684
H -1.80 0.49 -3.70  0.1042

# 2
Computed, not measured: a 13-piece molecular cluster, C37H108N8O13 overall in a non-equilibrium geometry, with wB97M-V/def2-TZVPD.

The spin multiplicity is 1. As for the HOMO energy: -8.71 eV. Its relative energy (zero: lowest compared OMol25 entry of this formula, charge and spin) is 2.320 eV. The gap between HOMO and LUMO comes out at 0.34134 Ha. For the total energy, the calculation gives -2890.329854 hartree.

Each line ends with the Löwdin charge.
Geometry (Å):
C -20.14 -12.28 -14.84  -0.1868
O -19.16 -12.32 -15.82  -0.1689
H -19.79 -12.43 -13.81  0.0678
H -20.57 -11.31 -14.82  0.0635
H -20.90 -13.09 -14.96  0.0980
H -18.93 -13.24 -16.15  0.0303
C -16.40 -9.54 -16.19  -0.1371
O -16.76 -10.74 -16.83  -0.1392
H -15.70 -8.91 -16.78  0.0862
H -17.27 -8.97 -16.10  0.0590
H -15.87 -9.75 -15.22  0.0658
H -17.53 -11.16 -16.48  0.0315
C -11.69 -12.81 -13.92  -0.1500
O -11.34 -13.57 -15.08  -0.1204
H -12.43 -13.28 -13.23  0.0621
H -10.88 -12.39 -13.33  0.0752
H -12.20 -11.92 -14.22  0.0486
H -11.32 -14.51 -14.80  0.0356
C -17.00 -17.91 -19.82  -0.1593
O -17.09 -16.98 -18.76  -0.1643
H -17.86 -17.73 -20.53  0.0956
H -16.05 -17.77 -20.24  0.0696
H -17.21 -18.96 -19.57  0.0602
H -16.17 -16.66 -18.63  0.0247
C -16.91 -12.37 -19.57  -0.1645
O -16.05 -12.95 -18.63  -0.1346
H -17.88 -12.00 -19.10  0.0965
H -16.54 -11.51 -20.14  0.0764
H -17.17 -13.16 -20.26  0.0722
H -15.95 -12.31 -17.93  0.0441
C -15.30 -21.00 -12.94  -0.1070
C -14.05 -21.31 -12.22  -0.4187
C -12.74 -21.26 -13.04  -0.2165
O -11.63 -21.42 -12.20  -0.1809
C -10.51 -20.78 -12.78  -0.1028
N -13.91 -20.42 -11.05  0.0676
H -15.47 -21.77 -13.79  0.1139
H -15.47 -20.00 -13.40  0.0379
H -16.17 -21.06 -12.25  0.0790
H -14.14 -22.37 -11.91  0.1457
H -12.65 -20.25 -13.58  0.1132
H -12.67 -22.00 -13.81  0.1138
H -9.66 -20.74 -12.13  0.0826
H -10.78 -19.75 -13.02  0.0504
H -10.24 -21.23 -13.77  0.1079
H -13.00 -20.55 -10.73  0.0272
H -13.86 -19.49 -11.47  0.0405
C -14.18 -20.97 -16.70  -0.0542
C -15.24 -20.09 -17.36  -0.4440
C -16.71 -20.44 -17.03  -0.2120
O -17.00 -21.82 -17.12  -0.1892
C -18.31 -22.14 -16.65  -0.0970
N -14.95 -18.69 -17.13  0.0692
H -13.18 -20.63 -17.06  0.0859
H -14.11 -22.06 -16.82  0.0854
H -14.32 -20.80 -15.64  0.0370
H -15.12 -20.33 -18.43  0.1307
H -17.37 -19.87 -17.71  0.1099
H -16.83 -20.03 -15.99  0.1169
H -18.50 -21.57 -15.74  0.0655
H -18.32 -23.27 -16.52  0.1030
H -19.12 -21.87 -17.38  0.0910
H -15.70 -18.09 -17.52  0.0397
H -14.04 -18.43 -17.47  0.0473
C -13.65 -15.93 -11.90  -0.0358
C -13.77 -16.73 -13.19  -0.4285
C -12.43 -17.35 -13.65  -0.1581
O -11.54 -16.24 -14.00  -0.2270
C -10.23 -16.63 -14.24  -0.1270
N -14.64 -17.90 -13.07  0.0552
H -13.38 -16.59 -11.09  0.0749
H -14.69 -15.59 -11.76  0.0733
H -13.04 -14.99 -11.94  0.0823
H -14.20 -16.00 -13.89  0.1198
H -12.69 -18.10 -14.43  0.1166
H -12.02 -17.89 -12.77  0.1237
H -10.14 -17.34 -15.08  0.0969
H -9.82 -17.21 -13.42  0.0812
H -9.52 -15.79 -14.39  0.0938
H -14.70 -18.34 -14.00  0.0715
H -15.54 -17.50 -12.78  0.0508
C -12.49 -16.24 -17.12  -0.0505
C -13.35 -15.15 -17.78  -0.3811
C -12.90 -14.87 -19.24  -0.1130
O -12.28 -13.53 -19.38  -0.1859
C -12.49 -12.91 -20.59  -0.1497
N -14.77 -15.50 -17.66  0.0729
H -12.74 -16.53 -16.11  0.0565
H -11.45 -15.96 -17.13  0.0686
H -12.59 -17.12 -17.76  0.0691
H -13.09 -14.30 -17.21  0.1127
H -13.80 -14.92 -19.83  0.1072
H -12.18 -15.67 -19.52  0.1221
H -13.56 -12.97 -20.86  0.0863
H -11.91 -13.27 -21.50  0.1010
H -12.17 -11.92 -20.53  0.0607
H -14.96 -15.52 -16.64  0.0789
H -15.31 -14.76 -18.06  0.0279
C -12.24 -8.18 -12.12  -0.0506
C -13.45 -9.03 -12.63  -0.4074
C -14.01 -9.91 -11.48  -0.2261
O -13.05 -10.80 -10.93  -0.1792
C -13.49 -11.32 -9.72  -0.1339
N -14.58 -8.36 -13.35  0.0376
H -12.40 -7.71 -11.15  0.0777
H -12.03 -7.38 -12.88  0.0776
H -11.34 -8.77 -12.10  0.0639
H -13.05 -9.77 -13.35  0.1224
H -14.81 -10.52 -11.90  0.1131
H -14.52 -9.24 -10.75  0.1322
H -14.47 -11.82 -9.84  0.0963
H -13.50 -10.51 -8.98  0.0914
H -12.85 -12.04 -9.27  0.0757
H -14.90 -7.60 -12.73  0.0849
H -14.05 -7.87 -14.06  0.0598
C -8.86 -14.57 -19.10  -0.0747
C -8.09 -13.60 -18.33  -0.5101
C -8.13 -13.96 -16.83  -0.2026
O -7.08 -13.27 -16.18  -0.1959
C -6.64 -13.86 -14.96  -0.1008
N -6.79 -13.38 -18.83  0.0471
H -9.89 -14.70 -18.78  0.0555
H -8.46 -15.55 -19.03  0.0686
H -8.87 -14.25 -20.22  0.1245
H -8.57 -12.58 -18.18  0.1621
H -8.01 -15.00 -16.73  0.1017
H -9.08 -13.59 -16.48  0.1104
H -6.43 -14.90 -15.07  0.0681
H -7.37 -13.71 -14.13  0.0899
H -5.77 -13.33 -14.57  0.0874
H -6.40 -12.74 -18.15  0.0680
H -6.28 -14.29 -18.84  0.0972
C -21.19 -17.88 -12.42  -0.0365
C -20.19 -18.47 -13.53  -0.4340
C -18.91 -18.92 -12.78  -0.1799
O -18.30 -17.87 -11.96  -0.2262
C -17.22 -18.21 -11.08  -0.1068
N -20.58 -19.65 -14.19  0.0290
H -22.22 -17.76 -12.82  0.0773
H -20.78 -16.95 -12.08  0.0606
H -21.26 -18.54 -11.57  0.0647
H -19.88 -17.61 -14.16  0.1146
H -18.10 -19.32 -13.40  0.1014
H -19.26 -19.68 -12.12  0.1059
H -16.81 -17.25 -10.72  0.0899
H -16.43 -18.84 -11.60  0.0566
H -17.45 -18.77 -10.16  0.0878
H -21.21 -19.38 -14.98  0.1021
H -21.11 -20.29 -13.60  0.0896
C -17.20 -17.02 -15.30  -0.0400
C -18.02 -15.63 -15.23  -0.3180
C -17.39 -14.67 -14.21  -0.1678
O -16.01 -14.51 -14.56  -0.2286
C -15.39 -13.29 -14.11  -0.0691
N -18.25 -14.83 -16.44  0.0501
H -17.76 -17.76 -15.86  0.0590
H -17.28 -17.44 -14.28  0.0453
H -16.15 -17.04 -15.67  0.0462
H -19.01 -16.10 -14.95  0.1232
H -17.52 -15.06 -13.20  0.1258
H -17.87 -13.69 -14.23  0.0967
H -15.77 -12.28 -14.53  0.1092
H -14.28 -13.33 -14.31  0.0775
H -15.56 -13.31 -13.04  0.0764
H -18.54 -15.30 -17.30  0.0968
H -17.42 -14.27 -16.64  0.0661

- Which of these has the lowest relative energy (zero: lowest compared OMol25 entry of this formula, charge and spin)?
  C37H108N8O13